[1]
10
Properties=species:S:1:pos:R:3:forces:R:3 method="wB97M-V/def2-TZVPD" multiplicity=1 e_lumo_ev="-2.624 / -2.624" gap_ev="7.2 / 7.2" de_lowest_kj_mol=255.6
C -1.135 0.050 0.058 0.131 0.451 0.523
C -0.092 0.441 0.555 2.929 -0.465 -0.283
C -2.421 -0.297 -0.555 -2.901 0.605 1.226
O 2.831 -0.153 -0.941 -0.345 0.003 -1.607
P 2.537 0.265 0.402 -2.233 -0.469 0.353
Cl 3.621 1.832 0.933 -0.570 0.608 0.383
Cl 3.212 -1.151 1.621 -0.580 -0.072 0.756
H -2.275 -0.180 -1.640 -0.358 -1.020 0.294
H -2.932 -1.236 -0.080 1.537 1.118 -1.557
H -3.346 0.429 -0.353 2.390 -0.759 -0.088

[2]
24
Properties=species:S:1:pos:R:3:forces:R:3 method="wB97M-V/def2-TZVPD" multiplicity=2 s2=0.750 e_lumo_ev="2.995 / 3.021" total_charge=-1 gap_ev="2.2 / 9.5"
C 0.472 -0.045 -1.988 -2.335 1.107 1.230
N -0.758 -0.045 -1.266 2.438 2.245 -2.944
C -1.715 1.130 -1.478 -0.287 -3.334 2.476
O 1.309 -0.925 -1.934 -0.051 0.145 -0.016
H 0.624 0.953 -2.570 -0.222 -1.509 0.763
H -1.088 -0.885 -0.848 -0.467 -0.765 0.315
H -1.513 1.756 -0.588 -0.231 0.631 -1.171
H -2.731 0.652 -1.279 1.057 0.826 -0.513
H -1.653 1.460 -2.503 0.113 0.648 0.057
H -3.449 -2.401 0.181 0.034 0.724 -1.605
H -3.446 -1.742 -1.335 -2.263 0.298 -1.764
O -2.962 -1.980 -0.588 2.332 -0.969 3.333
H 3.457 0.904 -0.256 -1.478 2.214 -0.053
H 2.464 2.122 0.365 1.570 -1.470 -2.150
O 2.976 1.777 -0.474 -0.226 -0.638 2.237
H 0.236 -3.248 1.986 0.669 -2.616 -1.284
H 0.303 -1.815 1.876 1.348 2.928 -1.983
O -0.035 -2.478 2.394 -2.125 -0.398 3.417
H 0.768 1.593 2.488 0.040 1.360 -1.140
H 0.309 2.983 2.849 0.150 0.138 -0.519
O 0.711 2.519 2.093 -0.086 -1.632 1.478
H 1.562 -0.485 0.251 0.737 -0.700 1.551
H 2.411 -1.170 1.394 4.965 -4.092 0.607
O 1.748 -0.630 1.229 -5.682 4.859 -2.322

[3]
11
Properties=species:S:1:pos:R:3:forces:R:3 method="wB97M-V/def2-TZVPD" multiplicity=1 e_lumo_ev=0.431 gap_ev=9.9 smiles="O=c1cc[nH]cn1" de_lowest_kj_mol=55.2
O -2.719 -0.209 -0.034 0.381 0.236 0.176
C -1.519 -0.040 0.013 -0.156 -0.009 -0.075
C -0.560 -1.056 -0.411 0.169 -0.003 -0.286
C 0.740 -0.764 -0.423 -0.029 -0.034 0.168
N 1.252 0.406 0.086 -1.565 0.310 -0.008
C 0.320 1.349 0.537 -0.188 -0.218 -0.262
N -0.955 1.197 0.449 0.356 -0.184 0.066
H -0.880 -2.023 -0.761 -0.288 0.041 -0.143
H 1.521 -1.388 -0.803 0.053 -0.676 -0.102
H 2.147 0.191 0.458 0.866 1.200 0.499
H 0.653 2.336 0.887 0.402 -0.663 -0.034